# 1
Entry from the OMol25 dataset: C25H27Cl3N2O3Re as an isolated structure (the ωB97M-V functional and the def2-TZVPD basis).

Output
Charge: -2
2S+1: 4
LUMO energy (alpha / beta): 4.4 / 4.4 eV
Orbital gap (alpha / beta): 4.148 / 5.951 eV
<S²>: 3.7985

Geometry as XYZ:
```
61
Properties=species:S:1:pos:R:3:forces:R:3
C -0.419 1.029 -4.242 0.412 -1.199 -0.296
C -1.435 0.201 -3.599 1.201 -0.814 -0.757
C -0.758 -1.041 -3.201 0.170 0.925 -1.161
C -2.884 0.244 -3.946 -0.166 0.090 -0.056
C 0.641 -0.898 -3.571 -0.759 0.464 -0.863
C 0.815 0.355 -4.197 -0.857 -0.493 -0.102
C 2.121 0.899 -4.649 0.302 0.172 0.027
C -0.687 2.310 -4.916 -0.005 0.560 -0.104
C -1.478 -2.348 -3.122 -0.077 -0.205 0.066
C 1.693 -1.900 -3.310 0.454 -0.263 0.179
Re -0.820 0.378 -1.548 -3.939 -1.427 3.617
Cl -3.135 -0.397 -0.620 -0.161 -0.041 -0.380
Cl -1.744 2.482 -1.710 -0.522 1.613 -0.587
Cl -0.170 -1.672 -0.467 0.551 -0.913 0.594
H -3.231 1.281 -3.941 -0.161 -0.111 0.024
H -3.466 -0.324 -3.213 -0.002 0.183 -0.233
H -3.031 -0.181 -4.954 -0.100 0.063 0.109
H -2.376 -2.244 -2.507 0.108 -0.181 0.008
H -0.835 -3.118 -2.685 -0.182 0.066 0.012
H -1.776 -2.679 -4.128 0.023 0.050 0.017
H 1.389 -2.598 -2.523 0.054 0.163 -0.114
H 2.629 -1.421 -2.988 -0.124 -0.089 -0.003
H 1.918 -2.483 -4.214 0.070 -0.056 -0.009
H 2.764 0.110 -5.051 -0.005 0.008 -0.007
H 2.672 1.382 -3.832 -0.091 -0.043 0.034
H 1.983 1.646 -5.433 0.023 0.056 -0.069
H -1.670 2.696 -4.642 0.131 0.050 0.006
H -0.665 2.173 -6.006 -0.002 0.122 -0.096
H 0.063 3.067 -4.657 -0.135 0.016 -0.043
O 0.873 0.984 -1.509 4.367 0.867 0.882
H 1.373 0.772 -0.535 -1.033 0.354 -2.164
O -2.466 2.391 1.355 0.903 -0.466 0.369
C -1.441 1.774 1.540 0.460 -0.609 -0.274
N -0.771 1.688 2.797 -0.837 0.826 0.027
C 0.167 0.588 2.800 0.753 0.053 0.240
C 0.471 0.637 1.281 0.402 0.635 -0.783
O 1.610 0.482 0.760 -1.135 -0.328 1.546
N -0.633 1.036 0.624 0.090 0.648 0.748
C 1.401 0.859 3.667 -0.233 0.114 -0.126
C 2.635 0.307 3.313 0.404 -0.022 0.202
C 3.787 0.592 4.057 -0.521 -0.071 0.123
C 3.694 1.358 5.221 -0.148 0.064 -0.138
C 2.448 1.857 5.616 -0.273 -0.098 -0.247
C 1.306 1.631 4.832 0.556 -0.244 0.049
C -0.545 -0.717 3.205 0.285 -0.297 0.382
C -0.132 -1.484 4.303 -0.384 -0.074 -0.180
C -0.930 -2.552 4.738 0.097 0.193 -0.014
C -2.136 -2.852 4.103 0.083 0.099 -0.157
C -2.519 -2.113 2.983 0.500 0.180 0.079
C -1.700 -1.082 2.522 -0.498 -0.206 0.004
H -1.319 1.959 3.610 0.094 -0.520 -0.365
H 2.705 -0.335 2.436 -0.063 0.295 0.256
H 4.741 0.184 3.721 -0.165 0.114 0.158
H 4.586 1.573 5.810 -0.235 -0.057 -0.100
H 2.344 2.424 6.541 0.121 -0.065 -0.199
H 0.340 2.026 5.156 0.325 -0.056 -0.158
H 0.799 -1.247 4.820 -0.302 -0.089 -0.082
H -0.607 -3.130 5.602 -0.055 0.021 -0.125
H -2.763 -3.673 4.455 0.174 0.183 0.001
H -3.440 -2.314 2.441 0.160 -0.092 0.057
H -1.986 -0.570 1.607 -0.103 -0.116 0.174
```
Positions in Å, forces in eV/Å.

# 2
Entry from the OMol25 dataset: a 2-piece molecular cluster, C25H27N4O overall (the ωB97M-V functional and the def2-TZVPD basis).

Output
Energy above the lowest of the compared OMol25 structures with the same formula, charge and spin: 196.7 kJ/mol
Charge: +1
LUMO energy: -5.0 eV
Orbital gap: 5.777 eV

Geometry as XYZ:
```
57
Properties=species:S:1:pos:R:3:forces:R:3
C -6.518 2.995 0.276 0.539 -0.047 -0.081
C -5.953 4.266 0.126 0.215 -0.059 0.050
C -4.568 4.444 0.177 0.033 -0.302 -0.053
C -3.726 3.330 0.330 -0.193 -0.053 0.257
C -2.237 3.519 0.373 0.157 0.682 -0.021
N -1.483 2.483 -0.152 -0.007 0.354 0.319
N -0.102 2.516 0.146 0.475 -0.456 -0.543
O -1.698 4.539 0.798 -0.470 -0.948 -0.405
C -4.285 2.058 0.505 -0.285 0.232 -0.166
C -5.676 1.896 0.471 0.220 0.032 0.009
H -7.600 2.863 0.229 0.325 0.031 0.045
H -6.594 5.129 -0.036 0.108 -0.153 0.081
H -4.123 5.438 0.089 -0.144 -0.359 0.000
H -1.871 1.548 -0.154 -0.003 0.300 0.078
H 0.419 2.667 -0.734 -0.442 0.369 0.831
H 0.044 3.304 0.786 0.008 -0.156 -0.414
H -3.626 1.200 0.690 -0.462 0.253 -0.053
H -6.090 0.898 0.593 -0.004 0.203 0.021
C -2.581 -3.904 3.067 -0.032 0.124 -0.241
N -1.393 -4.148 2.273 -0.260 -0.299 0.137
C -0.783 -5.445 2.490 0.201 0.208 -0.060
C -0.823 -3.182 1.440 0.340 0.509 -0.274
C 0.257 -2.386 1.894 -0.262 -0.354 -0.416
C 0.850 -1.463 1.051 0.357 -0.069 -0.246
C 0.397 -1.262 -0.277 -0.668 -0.585 0.720
C 1.074 -0.353 -1.159 1.280 -0.762 0.230
C 2.460 -0.199 -1.160 -0.813 0.386 -0.159
C 3.204 0.733 -1.994 0.579 0.031 -0.201
C 2.807 1.673 -2.932 0.461 0.333 -0.241
C 3.803 2.400 -3.614 -0.189 -0.250 0.264
C 5.171 2.178 -3.354 -0.295 -0.272 0.334
C 5.571 1.225 -2.404 -0.032 0.281 -0.152
C 4.576 0.524 -1.746 -0.716 0.360 -0.335
N 4.690 -0.498 -0.790 -1.851 -0.844 0.682
C 5.966 -1.014 -0.313 0.354 -0.276 0.219
C 3.449 -0.937 -0.445 1.318 0.401 -0.444
C -0.728 -2.025 -0.700 0.307 0.660 -0.131
C -1.307 -2.973 0.125 0.102 0.071 0.485
H -2.956 -2.891 2.881 0.025 -0.244 0.092
H -3.365 -4.633 2.813 0.017 0.188 0.094
H -2.353 -4.014 4.139 -0.095 0.110 -0.163
H 0.112 -5.543 1.866 -0.180 -0.073 0.164
H -0.505 -5.573 3.547 0.053 -0.065 -0.158
H -1.494 -6.243 2.228 0.198 0.077 0.014
H 0.623 -2.521 2.911 -0.131 0.034 -0.232
H 1.706 -0.889 1.406 -0.439 0.089 0.057
H 0.505 0.155 -1.937 0.075 -0.069 0.120
H 1.741 1.813 -3.114 0.334 0.195 -0.167
H 3.510 3.151 -4.352 0.134 -0.317 0.279
H 5.928 2.757 -3.886 -0.281 -0.206 0.168
H 6.612 1.033 -2.159 -0.113 0.249 -0.306
H 6.746 -0.442 -0.815 -0.031 -0.232 0.191
H 6.084 -0.894 0.772 -0.209 0.125 -0.317
H 6.092 -2.078 -0.550 -0.170 0.324 -0.085
H 3.285 -1.779 0.221 0.319 0.209 -0.161
H -1.101 -1.868 -1.712 0.005 -0.119 0.211
H -2.147 -3.575 -0.222 0.239 0.151 0.073
```
Positions in Å, forces in eV/Å.